ORCA calculation (ωB97M-V with the def2-TZVPD basis set) on H2N2O4S as an isolated structure in a non-equilibrium geometry.

Its energy is -22032.5250 eV. The maximum force is 3.67 eV/Å. The LUMO energy is -1.566 eV. The calculation puts the energy above the lowest of the compared OMol25 structures with the same formula, charge and spin at 61.5 kcal/mol. The calculation puts the HOMO-LUMO gap at 7.705 eV.

Structure (XYZ):
```
9
Properties=species:S:1:pos:R:3:forces:R:3
N -2.553 -0.767 0.220 0.4 -2.8 2.4
N 0.243 0.328 0.011 -1.4 2.1 -1.3
O -3.364 -1.689 0.168 0.9 2.4 -0.9
O -0.921 2.558 -0.943 0.4 -1.7 0.5
O -1.545 1.735 1.332 1.2 -0.3 -0.6
O -2.621 0.200 -0.594 1.0 2.0 -1.2
S -0.993 1.508 0.034 -2.7 -1.4 0.2
H 0.692 0.327 0.896 0.1 -0.2 1.4
H 0.927 0.694 -0.648 0.0 -0.2 -0.4
```
Positions in Å, forces in eV/Å.